Here is C20H15NO4S in the gas phase in a non-equilibrium geometry from the OMol25 dataset. Energies are from wB97M-V/def2-TZVPD.

The geometry in XYZ format:
```
41
Properties=species:S:1:pos:R:3
S 5.71 0.38 0.07
O 0.53 -2.06 -0.67
O 1.11 -0.48 2.64
O -1.67 -1.88 -0.71
O -0.79 1.10 -1.55
N 1.78 0.42 0.68
C 3.13 0.60 1.16
C -4.01 -1.73 -0.89
C -5.24 -0.29 0.60
C 4.10 -0.21 0.35
C 0.20 1.58 -0.76
C 3.90 -1.42 -0.23
C 0.89 -0.21 1.48
C 1.49 0.84 -0.68
C -1.85 1.90 -1.41
C -1.58 2.91 -0.54
C -0.46 -1.53 -0.21
C -5.21 -1.20 -0.45
C -2.83 -1.34 -0.26
C -2.85 -0.42 0.80
C -4.08 0.10 1.22
C -0.24 2.70 -0.12
C -1.59 -0.05 1.37
C 5.05 -1.89 -0.91
C 6.10 -1.04 -0.83
C -0.44 -0.54 0.87
H -6.19 0.11 0.92
H 1.45 -0.02 -1.36
H -3.96 -2.44 -1.70
H 3.40 1.66 1.11
H -1.58 0.65 2.19
H -4.09 0.81 2.03
H -6.13 -1.50 -0.93
H 3.14 0.28 2.20
H -2.24 3.70 -0.24
H 2.97 -1.96 -0.18
H 0.31 3.30 0.58
H 2.31 1.49 -1.00
H 7.08 -1.14 -1.24
H -2.73 1.66 -1.98
H 5.09 -2.84 -1.42
```

## Properties
Total charge ... 0
Spin multiplicity ... 1

Here are the natural (NBO) charges for atoms 1 to 6, given in e: S 0.418; O -0.585; O -0.605; O -0.464; O -0.410; N -0.418


Here is C33H57AlBIN7O4 as an isolated structure from the OMol25 dataset. Energies are from wB97M-V/def2-TZVPD.

The geometry in XYZ format:
```
104
Properties=species:S:1:pos:R:3
I -5.85 -0.63 -2.42
Al -0.60 -0.65 -0.58
O -2.10 -2.80 -3.22
O -2.04 0.37 -1.45
O -0.92 -2.02 -1.54
O 1.30 -2.40 -2.62
N 0.79 -1.36 0.63
N -1.40 0.13 1.02
N 1.09 1.55 -0.22
N 1.50 -0.41 1.28
N 0.53 0.80 -1.19
N -0.52 0.96 1.62
N -3.69 1.81 -1.83
C -1.33 4.00 3.31
C -0.66 2.19 4.94
C 4.43 0.56 2.11
C -0.80 1.88 -4.31
C -3.11 0.63 -2.01
C -2.60 0.30 1.59
C 1.61 2.67 -0.76
C 1.36 2.62 -2.13
C 3.50 -0.36 2.91
C 2.45 -0.98 2.03
C 2.13 4.21 1.26
C -4.92 -0.37 2.28
C 0.69 -3.86 0.59
C -0.56 2.69 3.49
C 0.28 -3.09 -3.30
C -1.04 -2.62 -2.67
C 1.60 -5.03 0.95
C 0.28 -2.77 -4.80
C 0.37 -4.61 -3.11
C 1.43 0.77 -4.61
C -3.88 -0.37 1.16
C 2.34 -2.35 1.87
C 2.93 0.35 4.14
C -2.48 1.26 2.58
C -1.15 1.66 2.58
C 0.69 1.44 -2.36
C 0.22 0.92 -3.68
C 3.90 3.53 -0.39
C -3.68 -1.79 0.64
C -0.66 -3.99 1.30
C -3.78 -0.33 -2.95
C 1.28 -2.55 0.99
C 2.40 3.81 -0.19
B 0.98 1.02 1.22
H 1.64 3.36 -2.84
H 0.04 -4.91 -2.12
H -4.53 -0.85 3.17
H 2.62 3.54 1.95
H 0.49 2.85 3.25
H 2.14 0.06 -4.20
H -0.25 2.93 5.62
H -1.70 2.01 5.21
H 2.53 5.21 1.42
H -0.25 -0.06 -3.51
H -2.37 3.87 3.60
H -1.15 -4.92 1.03
H 1.19 -5.96 0.56
H -4.61 -2.13 0.18
H 1.40 -4.94 -3.26
H -1.30 -3.15 1.01
H 4.14 3.42 -1.45
H 0.35 -1.70 -4.97
H 5.27 0.86 2.74
H 4.82 0.03 1.24
H -3.28 -1.30 -2.95
H -0.65 -3.13 -5.24
H 2.16 -2.73 -2.93
H 2.95 -3.10 2.33
H 1.12 -3.26 -5.29
H -3.78 0.07 -3.96
H 2.27 -0.32 4.69
H 1.11 0.42 -5.59
H 2.38 1.24 3.87
H -5.79 -0.93 1.95
H 1.07 4.23 1.46
H 1.56 1.70 1.96
H -3.44 -2.46 1.46
H 1.93 1.73 -4.74
H 1.69 -5.13 2.03
H 0.52 -3.83 -0.48
H 2.14 4.66 -0.82
H 2.59 -4.89 0.53
H -0.33 2.84 -4.51
H -1.64 2.04 -3.64
H -1.17 1.47 -5.24
H 3.75 0.64 4.80
H -3.24 1.64 3.22
H 4.48 4.36 0.01
H -5.24 0.64 2.52
H -0.52 -3.97 2.38
H -0.10 1.27 5.06
H -4.59 2.02 -2.24
H 4.19 2.62 0.12
H -1.31 4.33 2.28
H -2.88 -1.83 -0.10
H 4.10 -1.20 3.27
H -4.29 0.24 0.34
H -3.30 2.48 -1.18
H 3.91 1.45 1.78
H -0.27 -5.10 -3.84
H -0.89 4.77 3.93
```

## Properties
Total charge ... +1
Spin multiplicity ... 1

Here are the Löwdin charges for atoms 1 to 6, given in e: I 0.896; Al 0.113; O 0.102; O 0.075; O 0.063; O 0.000


Here are the calculated ΔE to the lowest compared entry with this formula, charge and spin numbers, same order: 0.0; 0.0 (kcal/mol).
Here are the calculated frontier orbital gap numbers, same order: 8.2; 9.3 (eV).